The following is a DFT calculation (ωB97M-V with the def2-TZVPD basis set) of a structure of composition C46H130Cu2N8O22 in a non-equilibrium geometry.

```
208
Properties=species:S:1:pos:R:3:mulliken_charge:R:1
Cu -1.81 1.05 -3.80 -0.291
Cu -2.06 1.06 -0.76 -1.039
C -4.59 1.33 -2.90 -0.883
O -3.46 0.48 -3.05 0.909
H -5.02 1.68 -3.85 0.335
H -5.39 0.83 -2.33 -0.047
H -4.17 2.22 -2.46 -0.050
C -0.36 -0.08 0.99 0.960
O -0.42 0.40 -0.35 2.826
H -1.19 -0.81 1.16 -0.968
H 0.58 -0.65 1.11 -0.287
H -0.42 0.75 1.67 -0.852
C 1.56 3.00 0.03 1.159
C 2.56 2.11 0.77 1.350
O 3.62 1.68 -0.01 -0.636
O 1.05 2.41 -1.09 -0.899
H 2.12 3.93 -0.20 -0.243
H 0.76 3.25 0.77 -0.658
H 2.01 1.25 1.19 -0.441
H 2.89 2.75 1.58 -0.542
H 3.87 0.82 0.33 0.126
H 0.70 1.55 -0.83 -0.336
C -6.13 -1.94 -1.72 -0.237
C -6.93 -2.35 -0.56 -0.720
O -6.51 -3.52 0.07 -0.601
O -4.91 -1.49 -1.22 0.243
H -6.56 -1.20 -2.38 0.463
H -5.89 -2.77 -2.34 0.098
H -7.93 -2.55 -0.92 0.472
H -7.08 -1.54 0.20 0.094
H -5.57 -3.40 0.31 0.292
H -4.27 -1.20 -1.89 -0.692
C 3.06 0.23 -4.45 0.940
C 2.54 1.63 -4.18 -0.308
O 1.44 2.01 -5.02 -0.583
O 3.50 0.16 -5.78 -0.633
H 2.26 -0.50 -4.30 -0.448
H 3.85 -0.10 -3.73 0.281
H 3.35 2.37 -4.21 0.313
H 2.09 1.61 -3.15 -0.121
H 1.75 1.85 -5.91 0.312
H 3.53 -0.76 -6.02 0.395
C -1.37 -3.96 0.27 1.800
C -1.09 -4.66 -1.05 -1.202
O -1.98 -4.24 -2.06 -0.427
O -2.71 -4.32 0.63 -0.601
H -1.33 -2.87 0.17 -0.193
H -0.72 -4.41 1.02 -0.460
H -1.40 -5.69 -0.88 0.738
H -0.04 -4.60 -1.37 -0.163
H -1.95 -3.31 -2.08 -0.082
H -3.17 -4.47 -0.21 0.233
C 1.68 -1.90 -1.52 0.776
C 2.53 -2.78 -2.45 -0.657
O 3.91 -2.49 -2.23 -0.599
O 0.30 -1.89 -1.92 0.600
H 2.07 -0.87 -1.56 0.018
H 1.81 -2.29 -0.51 -0.316
H 2.27 -2.52 -3.52 -0.192
H 2.37 -3.88 -2.33 0.527
H 4.07 -1.56 -2.23 0.096
H -0.07 -1.08 -1.47 -0.957
C -3.70 -2.73 -4.80 -0.087
C -3.82 -4.29 -4.82 -0.911
O -3.92 -4.88 -3.58 -0.597
O -2.96 -2.31 -3.68 1.180
H -4.72 -2.28 -4.83 0.343
H -3.12 -2.47 -5.72 0.030
H -2.93 -4.62 -5.35 0.331
H -4.68 -4.54 -5.49 0.317
H -3.18 -4.63 -3.00 0.565
H -3.05 -1.34 -3.54 -0.942
C -1.08 -4.94 5.52 -1.472
C -1.79 -4.53 4.24 0.148
C -1.51 -3.05 3.93 1.669
O -2.23 -2.27 4.86 -0.490
C -1.59 -0.98 4.93 -0.771
N -1.33 -5.35 3.15 -0.341
H -0.03 -4.91 5.29 0.245
H -1.43 -5.94 5.81 0.415
H -1.23 -4.21 6.28 0.383
H -2.89 -4.64 4.39 0.274
H -1.80 -2.74 2.91 -0.407
H -0.44 -2.85 3.95 -0.778
H -2.26 -0.38 5.58 0.452
H -1.51 -0.52 3.95 0.169
H -0.64 -1.14 5.46 0.485
H -2.01 -5.47 2.38 0.063
H -1.20 -6.30 3.41 0.252
C 6.70 -0.52 -0.56 -1.619
C 6.17 -1.23 0.73 0.616
C 6.63 -0.46 1.96 -0.243
O 8.01 -0.62 2.22 -0.464
C 8.29 -1.84 2.97 -0.649
N 4.65 -1.27 0.66 0.793
H 7.74 -0.32 -0.34 0.490
H 6.09 0.38 -0.62 0.235
H 6.63 -1.18 -1.39 0.311
H 6.50 -2.26 0.86 0.472
H 6.07 -0.90 2.83 0.249
H 6.43 0.62 2.02 0.072
H 7.78 -1.80 3.94 0.283
H 9.34 -1.93 3.13 0.291
H 7.88 -2.67 2.42 0.260
H 4.40 -1.89 -0.10 -0.004
H 4.31 -1.79 1.49 -0.832
C -3.00 4.36 -4.28 -1.410
C -1.82 4.35 -3.31 -0.069
C -2.34 4.50 -1.79 0.670
O -3.55 5.10 -1.74 -0.471
C -3.47 6.52 -1.71 -0.632
N -1.02 3.05 -3.39 0.103
H -3.75 5.06 -4.00 0.436
H -3.38 3.34 -4.31 0.001
H -2.50 4.63 -5.23 0.384
H -1.15 5.20 -3.52 0.453
H -1.61 5.15 -1.26 0.770
H -2.41 3.46 -1.34 -1.218
H -4.46 6.94 -1.53 0.302
H -3.05 6.84 -2.67 0.333
H -2.77 6.85 -0.93 0.116
H -0.63 2.91 -2.48 -0.110
H -0.20 3.06 -3.96 0.199
C 0.20 2.41 3.76 0.375
C 0.70 2.39 5.19 0.530
C 2.18 2.88 5.13 -0.599
O 3.00 1.91 4.44 -0.033
C 4.24 2.49 4.00 -0.341
N -0.04 3.30 6.06 -0.728
H -0.84 2.10 3.72 0.017
H 0.83 1.92 3.02 -0.575
H 0.21 3.47 3.49 -0.249
H 0.68 1.38 5.60 0.307
H 2.59 2.98 6.12 0.376
H 2.24 3.88 4.61 0.009
H 4.64 1.78 3.22 -0.279
H 4.92 2.44 4.86 0.381
H 4.10 3.48 3.55 0.190
H 0.07 2.97 7.02 0.332
H 0.26 4.23 6.01 0.245
C 2.96 6.67 3.17 -1.803
C 2.46 5.84 2.02 2.504
C 1.09 6.25 1.60 -0.149
O 0.19 6.30 2.72 -0.434
C -1.14 5.95 2.33 -0.412
N 3.47 5.80 0.93 -0.611
H 2.30 6.80 4.03 0.300
H 3.15 7.67 2.76 0.576
H 3.96 6.30 3.51 0.368
H 2.35 4.79 2.32 -1.402
H 0.68 5.47 1.00 -0.256
H 1.18 7.19 1.05 0.263
H -1.18 4.97 1.97 -0.085
H -1.49 6.64 1.56 0.316
H -1.80 6.01 3.16 0.390
H 3.77 6.77 0.86 0.347
H 3.10 5.55 0.02 0.238
C -4.35 2.72 1.88 -1.844
C -3.89 1.30 1.54 3.122
C -4.71 0.21 2.21 -1.824
O -4.16 -1.05 1.86 0.577
C -4.82 -2.05 2.63 -1.029
N -3.86 1.00 0.05 1.081
H -4.55 2.73 2.94 0.527
H -5.26 2.82 1.32 0.464
H -3.57 3.37 1.48 0.323
H -2.85 1.12 1.80 -1.562
H -5.81 0.24 1.97 0.223
H -4.67 0.32 3.32 0.541
H -5.92 -2.01 2.55 0.385
H -4.53 -1.99 3.68 0.367
H -4.63 -3.05 2.22 0.121
H -4.31 0.10 -0.14 -0.406
H -4.35 1.68 -0.52 0.295
C -1.93 -0.04 -6.54 -1.967
C -0.79 -0.88 -5.97 0.431
C 0.45 -0.98 -6.90 -1.012
O 1.54 -1.64 -6.28 -0.058
C 1.24 -3.04 -6.00 -0.552
N -0.45 -0.29 -4.66 1.661
H -1.51 0.95 -6.60 0.454
H -2.77 -0.07 -5.83 0.149
H -2.27 -0.36 -7.56 0.428
H -1.24 -1.83 -5.73 0.485
H 0.79 0.04 -7.14 0.238
H 0.08 -1.43 -7.87 0.398
H 0.68 -3.17 -5.06 0.034
H 2.17 -3.58 -5.76 0.368
H 0.71 -3.54 -6.84 0.276
H -0.18 -0.97 -3.98 -0.743
H 0.38 0.29 -4.77 -0.289
C 4.20 -4.70 1.98 -1.158
C 2.86 -4.61 2.69 -0.137
C 2.44 -3.15 2.85 0.981
O 3.39 -2.44 3.56 -0.514
C 2.99 -1.12 3.86 -0.344
N 1.82 -5.36 1.96 -0.645
H 4.62 -5.70 1.87 0.461
H 4.87 -4.03 2.50 0.265
H 3.99 -4.31 0.98 0.005
H 2.95 -5.16 3.63 0.518
H 1.52 -3.23 3.42 -0.355
H 2.28 -2.80 1.81 -0.460
H 2.09 -1.09 4.50 0.316
H 2.82 -0.56 2.92 0.021
H 3.80 -0.59 4.38 0.273
H 0.91 -5.19 2.42 0.123
H 1.70 -4.94 1.05 0.242
```

Values from the calculation:
**Total charge**: 0
**HOMO-LUMO gap**: 8.21 eV
**HOMO**: -7.750 eV